# 1
Entry from the Open Molecules 2025 dataset: a molecular structure, C25H48OP4Tl at a distorted geometry (ωB97M-V with the def2-TZVPD basis set).

XYZ file:
```
79
Properties=species:S:1:pos:R:3:forces:R:3
Tl -2.23142 0.68227 -1.71088 0.148 -0.156 1.219
P 1.74817 -1.30423 1.80057 2.560 -0.865 1.890
P 1.70717 1.97065 -0.08076 0.675 0.391 0.141
P -0.83120 -2.88144 -0.23973 0.057 -1.151 0.143
H -1.07315 3.37333 -6.62939 0.099 -0.111 0.299
C -1.35732 2.60443 -5.91418 -0.078 0.862 -0.439
C -1.01118 2.70596 -4.47438 -1.012 -0.230 0.368
H -0.75794 3.65028 -3.99937 0.164 0.221 -0.691
C 3.22639 -1.98172 0.92165 -0.758 0.322 -1.301
C 2.57431 -0.13832 2.95981 -0.731 0.989 -0.504
C 1.34837 -2.68705 2.95301 -1.130 0.020 -0.231
C 1.33814 3.18747 -1.40088 -0.232 0.005 -0.225
C 2.08758 3.17814 1.27667 -0.341 -0.336 0.209
C 3.44660 1.63273 -0.57954 -0.078 -0.190 -0.143
C -2.12898 -3.27790 -1.49408 -0.232 0.381 -0.215
C -1.42133 -4.10498 1.03177 -0.235 0.375 0.316
C 0.46752 -3.96546 -0.95453 0.209 0.147 -0.219
H -2.02582 1.83652 -6.31119 0.266 0.164 0.413
H -1.88176 2.32350 -3.90097 0.495 0.167 -0.019
H 3.98137 -2.35923 1.62024 -0.350 0.180 0.194
H 3.66195 -1.18860 0.29775 -0.043 -0.288 0.196
H 2.90559 -2.79394 0.25464 0.215 0.166 0.199
H 3.20639 -0.67315 3.67932 -0.199 -0.243 -0.294
H 1.80726 0.42655 3.50695 0.212 -0.098 -0.002
H 3.18695 0.57369 2.39348 -0.118 -0.169 0.153
H 2.10257 -3.48318 2.89789 -0.088 0.324 -0.181
H 0.37203 -3.09939 2.67167 0.244 -0.110 0.278
H 1.27798 -2.31859 3.98547 0.013 0.037 -0.362
H 2.08219 3.99478 -1.39750 -0.219 -0.131 -0.081
H 0.34198 3.60950 -1.22572 0.126 0.116 -0.041
H 1.33184 2.69060 -2.37879 0.118 0.197 0.219
H 3.08419 3.62241 1.12875 -0.403 -0.088 0.038
H 2.05818 2.65452 2.24308 0.035 0.362 -0.190
H 1.32513 3.96928 1.28069 0.224 -0.194 0.126
H 3.99961 2.57896 -0.62298 0.006 -0.284 -0.032
H 3.44519 1.16890 -1.57236 0.160 -0.003 0.143
H 3.93508 0.95230 0.12689 0.029 0.214 -0.159
H -2.58131 -4.24941 -1.24359 0.042 0.426 -0.323
H -1.68388 -3.34207 -2.49596 -0.119 0.064 0.202
H -2.90523 -2.49976 -1.49057 -0.079 -0.320 -0.097
H -2.05266 -4.85802 0.53821 0.296 0.171 0.280
H -2.02925 -3.57967 1.77891 0.075 -0.285 -0.021
H -0.59225 -4.62089 1.53491 -0.219 0.224 -0.157
H 0.01952 -4.88925 -1.33426 0.108 0.057 0.102
H 1.22320 -4.22396 -0.20834 -0.080 0.010 -0.091
H 0.95693 -3.44455 -1.78144 0.092 -0.119 -0.008
C -0.08570 0.54632 -4.45163 0.213 2.928 -0.470
C 1.09708 -0.07244 -5.05431 0.208 -0.363 1.876
C 1.08487 -1.51473 -4.68760 -0.598 -1.356 -1.638
C -0.12565 -2.18777 -4.77819 0.567 -0.341 0.680
C -1.33455 -1.45716 -4.65225 0.306 0.936 -0.312
C -1.31322 -0.08998 -4.34916 -0.725 -0.497 -0.676
O 0.16773 1.84135 -4.19455 -1.501 -1.790 -0.611
H 1.93085 0.55456 -4.69011 0.139 -0.702 -0.532
H 0.97434 0.07672 -6.17181 0.151 -0.216 0.850
H 2.01889 -2.05008 -4.51819 -0.176 0.029 -0.366
H -0.24235 -3.28406 -4.81600 0.550 0.628 0.174
H -2.31490 -1.92043 -4.75367 0.292 -0.265 0.098
H -2.28001 0.42348 -4.24303 0.738 -0.211 -0.280
C -2.96082 -0.32001 2.13942 0.001 -0.117 -0.235
P -1.53960 0.83584 1.88810 -0.251 -0.095 1.829
C -2.47399 2.29431 1.30998 -0.013 0.267 -0.165
C -1.38852 1.33316 3.71333 0.333 0.151 0.025
C -0.80030 0.39723 4.59809 -0.117 0.672 -0.123
C -0.57281 0.72641 5.94128 -0.181 -0.135 -0.233
C -0.95674 1.97400 6.44766 0.005 0.109 -0.406
C -1.55387 2.90437 5.58238 0.002 -0.181 0.094
C -1.78018 2.59038 4.22946 0.175 -0.277 0.025
H -3.05839 -0.98509 1.27055 -0.180 -0.010 0.169
H -3.88460 0.26117 2.28067 0.223 -0.378 0.068
H -2.76987 -0.93092 3.03327 -0.126 0.111 -0.336
H -3.45676 2.29702 1.79549 0.175 0.295 -0.213
H -1.90685 3.19243 1.57380 -0.198 -0.028 -0.188
H -2.60765 2.30991 0.21698 -0.108 0.152 0.257
H -0.53307 -0.59967 4.22933 -0.009 0.282 0.130
H -0.09835 -0.01016 6.59207 -0.199 0.227 -0.116
H -0.78579 2.21785 7.50606 -0.093 -0.101 -0.627
H -1.84555 3.88928 5.97424 0.074 -0.541 -0.274
H -2.28841 3.33473 3.59740 0.402 -0.402 0.426
```
Forces are in eV/Å.

Values from the calculation:
Relative energy (zero: lowest compared OMol25 entry of this formula, charge and spin) = 59.05 kcal/mol
E_LUMO (alpha / beta) = -10.913 / -10.945 eV
Total charge = +3
F_max = 3.3 eV/Å

Mulliken charges, unit e, in atom order:
1. Tl 1.14
2. P 0.61
3. P 0.71
4. P 0.93
5. H 0.31
6. C -0.95
7. C 0.10
8. H 0.43
9. C -1.10
10. C -1.03
11. C -1.09
12. C -1.01
13. C -1.33
14. C -1.40
15. C -0.98
16. C -1.46
17. C -1.39
18. H 0.35
19. H 0.05
20. H 0.46
21. H 0.24
22. H 0.25
23. H 0.50
24. H 0.20
25. H 0.38
26. H 0.42
27. H 0.12
28. H 0.50
29. H 0.38
30. H 0.36
31. H 0.15
32. H 0.44
33. H 0.26
34. H 0.46
35. H 0.49
36. H 0.32
37. H 0.35
38. H 0.47
39. H 0.09
40. H 0.27
41. H 0.48
42. H 0.35
43. H 0.45
44. H 0.45
45. H 0.38
46. H 0.27
47. C 0.77
48. C -0.64
49. C -0.56
50. C -0.41
51. C -0.78
52. C -1.12
53. O -0.34
54. H 0.39
55. H 0.35
56. H 0.54
57. H 0.51
58. H 0.56
59. H 1.27
60. C -1.16
61. P 1.14
62. C -1.49
63. C 0.73
64. C -0.53
65. C -0.57
66. C -0.61
67. C -0.66
68. C -0.56
69. H 0.25
70. H 0.42
71. H 0.40
72. H 0.47
73. H 0.30
74. H 0.14
75. H 0.29
76. H 0.41
77. H 0.40
78. H 0.39
79. H 0.25



# 2
Entry from the Open Molecules 2025 dataset: a molecular structure, C25H49Cl3N5O3SiV at a distorted geometry (ωB97M-V with the def2-TZVPD basis set).

XYZ file:
```
87
Properties=species:S:1:pos:R:3:forces:R:3
C 1.41417 -0.84255 -3.94661 0.136 -0.440 0.055
C 0.97441 0.57969 -3.88552 -0.785 1.297 -0.646
H 1.10700 -1.32478 -4.87940 0.079 -0.017 0.254
H 1.00384 -1.41215 -3.09968 0.097 0.157 -0.151
H 2.51157 -0.91726 -3.88072 -0.262 0.050 0.037
C 0.49267 1.29058 -4.92123 0.377 -0.494 0.537
C 0.35864 0.78389 -6.31181 -0.101 -0.168 -0.620
H 0.20029 2.33159 -4.76980 0.113 -0.227 0.049
H 0.60493 -0.28395 -6.40002 -0.129 0.418 -0.046
H 1.02388 1.33608 -6.99436 -0.188 -0.131 0.116
H -0.66844 0.93234 -6.67772 0.213 -0.061 -0.025
V 0.08389 -0.00509 0.08196 -1.073 0.543 -1.290
Cl 2.39772 0.34788 0.15735 0.508 -0.062 0.251
Cl -0.00330 -2.24029 -0.44495 0.397 -0.426 0.188
C 0.40440 2.85518 0.79196 -0.591 -0.102 0.150
O -0.42684 1.91676 0.85729 0.857 1.052 -0.203
N 0.10914 4.11928 1.13171 0.088 -0.479 -0.011
C -1.21616 4.51058 1.59289 0.203 0.018 -0.097
C 1.11611 5.16671 1.10453 0.026 0.033 -0.023
H 1.44065 2.66996 0.45905 -0.345 0.102 0.101
H -1.84690 3.62619 1.68535 0.102 0.130 -0.005
H -1.66053 5.21726 0.88069 0.031 -0.144 0.095
H -1.11520 5.01614 2.56061 -0.117 -0.130 -0.105
H 2.06741 4.76468 0.74812 -0.164 0.031 0.032
H 1.24807 5.57891 2.11253 0.030 -0.078 -0.132
H 0.80791 5.97844 0.43600 0.033 -0.170 0.055
H -1.50278 -1.05937 -3.60113 -0.094 0.015 0.260
H -2.42444 1.35210 -4.12782 -0.183 -0.126 0.251
C -2.30992 -1.15499 -2.86156 0.267 0.019 -0.045
C -3.22676 1.05280 -3.43302 -0.074 0.107 -0.081
N -2.71141 0.16874 -2.40722 -0.477 0.473 0.874
H -1.96152 -1.76016 -2.02215 -0.058 0.196 -0.141
C -2.66186 0.57706 -1.12524 0.923 -1.151 -0.166
O -2.12127 -0.07188 -0.19814 -0.689 0.885 -0.785
H -3.64278 1.95047 -2.95826 0.051 -0.191 -0.226
H -3.14314 1.55881 -0.93923 0.211 -0.287 -0.111
H -3.16862 -1.62528 -3.35863 0.098 0.044 0.157
H -4.01063 0.53290 -4.00291 0.138 0.227 0.122
O 0.08437 0.71112 -1.68620 -0.436 -0.145 0.892
C 1.07094 1.22487 -2.52069 0.563 0.031 0.361
C -0.16169 3.45524 -2.38361 0.261 0.052 0.064
C 1.04446 2.76234 -2.49215 -0.093 -0.769 -0.179
H -1.08536 2.87477 -2.30885 0.276 0.247 0.044
C -0.15417 4.85095 -2.36241 -0.269 -0.225 -0.076
H 2.06233 0.91932 -2.15256 -0.059 0.237 0.053
C 2.24965 3.45609 -2.57064 0.017 0.046 -0.056
H -1.10668 5.38142 -2.25476 0.403 -0.051 -0.102
C 1.04595 5.54341 -2.50450 0.236 -0.013 0.033
C 2.25772 4.84839 -2.60655 -0.262 -0.068 0.045
H 3.17735 2.87461 -2.61126 -0.287 0.300 -0.042
H 1.04374 6.62874 -2.53309 0.003 -0.080 0.028
H 3.20211 5.38052 -2.71835 -0.255 -0.037 0.076
Si 0.38682 -7.35094 -0.86100 0.045 0.078 0.155
Cl 0.63000 -7.23076 -2.92504 0.011 -0.139 -0.183
C -1.44793 -7.11433 -0.56087 0.101 0.009 0.010
C 1.47067 -5.98274 -0.18680 -0.151 -0.151 0.034
C 0.95134 -9.05825 -0.30821 -0.014 0.068 -0.082
H -1.77684 -6.15852 -0.98569 0.053 -0.152 0.102
H -1.68052 -7.11796 0.51024 0.021 0.018 -0.124
H -2.01818 -7.92030 -1.03988 0.116 0.147 0.080
H 0.34578 -9.84201 -0.78029 0.100 0.158 0.070
H 0.86002 -9.17051 0.77952 0.000 0.056 -0.150
H 1.99991 -9.23095 -0.57967 -0.182 0.051 0.041
H 1.15764 -5.00776 -0.58117 0.066 -0.169 0.094
H 2.51334 -6.16267 -0.47805 -0.193 0.052 0.051
H 1.41869 -5.94221 0.90702 0.027 0.029 -0.101
C 2.47198 -0.23538 3.47695 0.062 0.004 -0.791
N 1.22485 -0.19256 4.21388 -0.486 -0.011 0.235
C 1.33475 -0.10095 5.64921 0.148 -0.119 0.414
C 0.06403 -0.17472 3.47184 0.482 -0.363 -0.492
N 0.14419 -0.41155 2.16800 0.337 -0.899 0.617
N -1.15778 0.06629 4.00211 -0.041 0.170 0.354
C -1.60371 0.13279 5.38932 -0.083 0.216 0.114
C -2.26930 0.14777 3.05969 -0.172 0.022 -0.337
H 3.33800 -0.20201 4.14835 -0.413 0.054 -0.142
H 2.48933 0.59380 2.75182 0.286 -0.374 0.253
H 2.51448 -1.16316 2.89187 0.435 0.158 0.095
H 0.95184 0.84697 6.03298 0.114 0.024 0.055
H 0.81644 -0.92218 6.14699 0.080 -0.005 0.083
H 2.39238 -0.17292 5.92958 -0.355 0.039 -0.136
H 0.93810 -1.04689 2.01304 -0.127 0.613 0.122
H -2.14698 1.07504 5.50555 0.018 -0.068 0.250
H -2.30952 -0.68537 5.58275 0.110 0.088 -0.052
H -0.82335 0.08296 6.14637 -0.337 0.057 -0.439
H -2.12239 1.00779 2.39101 -0.202 -0.298 0.121
H -2.32177 -0.75158 2.43549 0.006 0.196 0.101
H -3.20462 0.25891 3.62965 0.394 -0.003 -0.236
```
Forces are in eV/Å.

Values from the calculation:
Relative energy (zero: lowest compared OMol25 entry of this formula, charge and spin) = 6.19 kcal/mol
E_LUMO (alpha / beta) = 0.281 / 0.281 eV
Spin multiplicity = 3
F_max = 1.8 eV/Å

Mulliken charges, unit e, in atom order:
1. C -1.49
2. C 0.25
3. H 0.42
4. H 0.10
5. H 0.32
6. C 0.15
7. C -1.50
8. H 0.40
9. H 0.35
10. H 0.30
11. H 0.29
12. V 0.32
13. Cl -0.63
14. Cl -0.51
15. C -0.13
16. O -0.15
17. N 0.58
18. C -0.90
19. C -1.07
20. H 0.19
21. H 0.19
22. H 0.26
23. H 0.33
24. H 0.29
25. H 0.36
26. H 0.38
27. H 0.13
28. H 0.13
29. C -0.80
30. C -0.78
31. N 0.34
32. H 0.14
33. C 0.12
34. O -0.62
35. H 0.30
36. H 0.27
37. H 0.42
38. H 0.35
39. O 0.27
40. C -0.35
41. C 0.36
42. C 0.13
43. H 0.07
44. C -0.68
45. H 0.48
46. C -0.11
47. H 0.41
48. C -0.60
49. C -0.75
50. H 0.42
51. H 0.42
52. H 0.39
53. Si 0.50
54. Cl -0.34
55. C -0.89
56. C -0.70
57. C -0.92
58. H 0.25
59. H 0.32
60. H 0.27
61. H 0.26
62. H 0.32
63. H 0.26
64. H 0.10
65. H 0.28
66. H 0.30
67. C -0.97
68. N 0.14
69. C -1.20
70. C 0.61
71. N -0.25
72. N 0.19
73. C -1.07
74. C -0.94
75. H 0.34
76. H 0.23
77. H 0.37
78. H 0.39
79. H 0.40
80. H 0.29
81. H 0.09
82. H 0.35
83. H 0.35
84. H 0.35
85. H 0.07
86. H 0.28
87. H 0.39



| no. | energy (eV) |
| --- | --- |
| 1 | -70568.329 |
| 2 | -111451.884 |